A molecular structure, C40H41NO4P2Ti, computed with ωB97M-V/def2-TZVPD.

The calculation puts the energy above the lowest of the compared OMol25 structures with the same formula, charge and spin at 0.217 eV. The total energy is -93508.046 eV. As for the HOMO-LUMO gap: 7.4 eV. The total charge is +2. The largest force on an atom is 0.51 eV/A. For the LUMO energy, the calculation gives -6.4 eV.

Last column: Löwdin charge in e.
CARTESIAN COORDINATES (ANGSTROEM)
Ti: 0.4481 -0.1337 -0.5751  0.996
O: 4.2499 -0.3139 0.0491  0.064
C: 3.2984 -0.8844 -0.4661  -0.620
O: 2.4056 -0.2789 -1.1969  -0.174
C: 3.0126 -2.3540 -0.1831  -0.161
P: 1.2648 -2.5601 -0.6491  1.066
C: 1.2888 -2.9976 -2.3961  -0.346
C: 1.0026 -2.0382 -3.3681  -0.094
C: 1.0960 -2.3564 -4.7137  -0.045
C: 1.4826 -3.6336 -5.0965  -0.041
C: 1.7762 -4.5916 -4.1351  -0.044
C: 1.6829 -4.2766 -2.7894  -0.077
C: 0.5174 -3.9004 0.2872  -0.362
C: 0.7681 -4.0185 1.6551  -0.084
C: 0.1085 -4.9807 2.4008  -0.058
C: -0.8118 -5.8234 1.7916  -0.048
C: -1.0754 -5.7029 0.4347  -0.048
C: -0.4174 -4.7425 -0.3184  -0.089
H: 3.1999 -2.5820 0.8639  0.099
H: 3.6716 -2.9824 -0.7825  0.120
H: 0.7098 -1.0235 -3.1105  0.064
H: 0.8748 -1.6085 -5.4635  0.117
H: 1.5581 -3.8843 -6.1466  0.120
H: 2.0802 -5.5858 -4.4336  0.120
H: 1.9121 -5.0336 -2.0482  0.120
H: 1.4796 -3.3677 2.1495  0.102
H: 0.3164 -5.0785 3.4583  0.116
H: -1.3219 -6.5782 2.3759  0.119
H: -1.7895 -6.3626 -0.0406  0.118
H: -0.6203 -4.6591 -1.3789  0.110
C: -0.5338 1.3001 -2.8746  -0.053
C: -1.2406 2.5535 -2.4308  -0.247
C: -1.4994 3.5429 -3.3715  -0.017
C: -2.2132 4.6856 -3.0362  -0.038
C: -2.6971 4.8422 -1.7481  -0.048
C: -2.4463 3.8631 -0.8001  -0.081
C: -1.6989 2.7315 -1.1204  -0.283
P: -1.5296 1.3749 0.0634  1.132
C: -1.3311 2.0325 1.7346  -0.286
C: -0.8561 3.3305 1.9341  -0.097
C: -0.6366 3.8169 3.2144  -0.079
C: -0.8664 2.9936 4.3059  -0.050
C: -1.2914 1.6886 4.1080  -0.025
C: -1.5242 1.1785 2.8346  -0.254
C: -1.9458 -0.2558 2.6855  -0.024
C: -3.0197 0.4201 -0.1472  -0.332
C: -4.3182 0.8682 0.0971  -0.053
C: -5.3809 0.0527 -0.2390  -0.050
C: -5.1408 -1.1867 -0.8305  -0.041
C: -3.8500 -1.6223 -1.0724  -0.018
C: -2.7643 -0.8187 -0.7213  -0.303
C: -1.3464 -1.3105 -0.8686  -0.245
H: -0.3057 1.3312 -3.9399  0.109
H: -1.1297 0.4012 -2.6998  0.074
H: 0.4785 1.2407 -2.4263  0.064
H: -1.1450 3.4124 -4.3869  0.122
H: -2.4026 5.4414 -3.7872  0.120
H: -3.2760 5.7163 -1.4804  0.118
H: -2.8506 3.9862 0.1970  0.110
H: -0.6642 3.9748 1.0868  0.107
H: -0.3037 4.8383 3.3512  0.116
H: -0.7169 3.3631 5.3126  0.117
H: -1.4593 1.0467 4.9653  0.121
H: -1.9024 -0.7622 3.6480  0.091
H: -1.2833 -0.8015 2.0038  0.069
H: -2.9575 -0.3588 2.2929  0.090
H: -4.4899 1.8428 0.5379  0.118
H: -6.3970 0.3755 -0.0555  0.117
H: -5.9780 -1.8168 -1.1017  0.118
H: -3.6824 -2.5923 -1.5262  0.122
H: -1.1948 -1.7634 -1.8563  0.066
H: -1.2475 -2.1471 -0.1695  0.043
O: 1.2134 1.8940 -0.4489  -0.032
C: 1.7595 1.5269 0.6086  -0.556
O: 1.3325 0.4565 1.1713  -0.065
C: 2.9956 2.2331 1.1043  -0.150
N: 3.7242 1.3837 2.1048  0.116
C: 4.4619 2.3180 3.0541  -0.060
C: 4.1903 3.7154 2.5043  -0.130
C: 2.8381 3.5763 1.8046  -0.090
H: 3.6497 2.3124 0.2365  0.184
H: 4.3201 0.7361 1.5781  0.139
H: 3.0521 0.8028 2.6037  0.173
H: 5.5083 2.0306 3.0790  0.138
H: 4.0291 2.1755 4.0411  0.136
H: 4.9605 4.0044 1.7887  0.130
H: 4.1830 4.4539 3.3025  0.131
H: 2.6338 4.3693 1.0890  0.143
H: 2.0179 3.5345 2.5217  0.113

Cartesian forces (eV/Å) of the 6 atoms listed first:
0.1395 0.2776 -0.1477
-0.1533 -0.1058 -0.2047
0.1809 0.0592 0.4561
-0.4019 0.0379 -0.2681
0.0146 0.0243 -0.1254
0.0052 0.0753 0.1537


A molecular structure, C40H42BiN6P2S2, computed with ωB97M-V/def2-TZVPD.

The calculation puts the energy above the lowest of the compared OMol25 structures with the same formula, charge and spin at 0.000 eV. The total energy is -97186.150 eV. As for the HOMO-LUMO gap: 7.6 eV. The total charge is +1. The largest force on an atom is 0.98 eV/A. For the LUMO energy, the calculation gives -2.4 eV.

Last column: Löwdin charge in e.
CARTESIAN COORDINATES (ANGSTROEM)
Bi: 0.3000 1.0779 0.5050  1.202
C: 0.6012 1.1098 -2.8381  -0.291
P: -0.9841 0.3131 -2.2475  0.987
C: -1.0836 -1.3272 -3.0454  -0.399
C: -0.1165 -1.8747 -3.8824  -0.094
C: -0.2463 -3.1833 -4.3310  -0.084
C: -1.3238 -3.9574 -3.9285  -0.085
C: -2.2951 -3.4187 -3.0936  -0.080
C: -2.1733 -2.1102 -2.6578  -0.111
C: -2.1154 1.3050 -3.2901  -0.362
C: -2.7644 2.3949 -2.7197  -0.099
C: -3.5742 3.2078 -3.4976  -0.067
C: -3.7303 2.9385 -4.8481  -0.073
C: -3.0662 1.8650 -5.4246  -0.072
C: -2.2606 1.0457 -4.6506  -0.080
C: 0.4868 2.4970 -2.2918  -0.422
C: 0.2218 3.6916 -2.9074  -0.043
C: -0.0191 4.6470 -1.8855  -0.035
C: 0.0954 4.0014 -0.6824  -0.392
C: -0.0708 4.5059 0.7160  -0.270
P: -1.0083 3.2384 1.6633  0.911
C: -1.1380 3.7633 3.3914  -0.355
C: -0.0582 4.3674 4.0328  -0.096
C: -0.1177 4.6015 5.3965  -0.063
C: -1.2366 4.2224 6.1237  -0.066
C: -2.3117 3.6189 5.4862  -0.069
C: -2.2619 3.3797 4.1230  -0.086
C: -2.6944 3.2555 0.9921  -0.393
C: -3.3737 4.4266 0.6682  -0.065
C: -4.6594 4.3537 0.1577  -0.065
C: -5.2716 3.1224 -0.0311  -0.067
C: -4.5985 1.9519 0.2835  -0.074
C: -3.3126 2.0204 0.7949  -0.141
N: 0.4020 2.6761 -0.9241  -0.212
H: 0.6465 1.1214 -3.9270  0.096
H: 1.4690 0.5824 -2.4326  0.034
H: 0.7361 -1.2809 -4.1900  0.100
H: 0.5003 -3.5983 -4.9963  0.106
H: -1.4136 -4.9821 -4.2648  0.105
H: -3.1348 -4.0196 -2.7713  0.106
H: -2.9212 -1.6776 -2.0022  0.100
H: -2.6272 2.6094 -1.6683  0.076
H: -4.0797 4.0503 -3.0445  0.103
H: -4.3678 3.5682 -5.4542  0.107
H: -3.1754 1.6665 -6.4825  0.107
H: -1.7455 0.2076 -5.1038  0.105
H: 0.1981 3.8624 -3.9712  0.114
H: -0.2709 5.6856 -2.0201  0.108
H: -0.5854 5.4670 0.7301  0.097
H: 0.9011 4.6179 1.2062  0.067
H: 0.8278 4.6459 3.4774  0.092
H: 0.7201 5.0683 5.8959  0.113
H: -1.2719 4.3944 7.1905  0.110
H: -3.1857 3.3203 6.0489  0.110
H: -3.0947 2.9040 3.6199  0.102
H: -2.9020 5.3892 0.8178  0.112
H: -5.1867 5.2644 -0.0932  0.113
H: -6.2810 3.0754 -0.4160  0.113
H: -5.0686 0.9909 0.1245  0.112
H: -2.7759 1.1114 1.0461  0.075
S: 2.7568 0.0429 0.0152  0.467
C: 3.1563 0.7819 1.5167  -1.139
S: 2.0893 2.0374 2.0820  0.520
C: 4.2420 0.3982 2.2883  -0.377
C: 4.5702 1.0899 3.4836  -0.254
N: 4.8310 1.6458 4.4564  0.174
C: 4.9431 -0.7744 1.9531  -0.187
N: 5.4453 -1.7754 1.6664  0.163
N: 4.1118 -3.7508 0.4065  0.168
C: 4.3061 -5.1830 0.7972  -0.268
C: 4.0660 -5.3421 2.3074  -0.097
C: 2.6087 -5.0865 2.7220  -0.369
N: 2.2969 -3.6644 2.5696  0.041
C: 1.6605 -5.9494 1.8700  -0.109
C: 1.8656 -5.8233 0.3513  -0.373
N: 1.4693 -4.4961 -0.1219  0.038
C: 3.3430 -6.0931 0.0198  -0.101
H: 4.7535 -3.0867 0.9376  0.052
H: 3.1256 -3.4951 0.6505  0.096
H: 4.2528 -3.6049 -0.5900  0.156
H: 5.3391 -5.4469 0.5633  0.152
H: 4.7258 -4.6586 2.8482  0.121
H: 4.3340 -6.3590 2.5950  0.130
H: 2.4922 -5.4054 3.7664  0.140
H: 2.9185 -3.1038 3.1460  0.087
H: 1.3506 -3.4764 2.8798  0.089
H: 0.6219 -5.6967 2.1067  0.118
H: 1.8162 -6.9941 2.1453  0.125
H: 1.2598 -6.6033 -0.1304  0.139
H: 0.5028 -4.3127 0.1229  0.088
H: 1.5240 -4.4624 -1.1344  0.086
H: 3.5086 -5.9968 -1.0573  0.120
H: 3.5608 -7.1269 0.2909  0.129

Cartesian forces (eV/Å) of the 6 atoms listed first:
0.0322 -0.2941 0.5707
-0.1919 -0.0332 0.1811
-0.0197 0.0719 -0.9756
0.0999 -0.0494 0.4052
-0.0273 0.1186 0.0404
0.0681 -0.0383 -0.0218


A molecular structure, C40H42CoFN6O3P, computed with ωB97M-V/def2-TZVPD.

The calculation puts the energy above the lowest of the compared OMol25 structures with the same formula, charge and spin at 0.306 eV. The total energy is -106867.321 eV. As for the HOMO-LUMO gap (spin up / spin down): 7.4 / 7.9 eV. Its spin multiplicity is 4. The total charge is +2. The largest force on an atom is 0.49 eV/A. For the LUMO energy (spin up / spin down), the calculation gives -4.8 / -4.8 eV.

Last column: Löwdin spin population.
CARTESIAN COORDINATES (ANGSTROEM)
Co: 0.0470 0.3368 0.2256  2.700
N: -1.0548 0.2900 2.1472  0.043
C: -0.6083 -0.6953 3.1350  0.002
C: -1.0574 -0.6139 4.4478  0.001
C: -0.6348 -1.5442 5.3819  0.000
C: 0.2303 -2.5686 5.0085  0.000
C: 0.6695 -2.6531 3.6996  0.001
C: 0.2620 -1.7124 2.7524  0.002
P: 0.7738 -1.8003 1.0108  0.031
C: 2.5911 -1.8437 0.9899  0.002
C: 3.2212 -2.2452 -0.1912  0.002
C: 4.6022 -2.1955 -0.3023  0.000
C: 5.3672 -1.7208 0.7575  0.001
C: 4.7453 -1.2970 1.9235  0.000
C: 3.3618 -1.3590 2.0422  0.001
C: 0.2269 -3.4675 0.5157  0.009
C: 1.0347 -4.6017 0.5682  0.003
C: 0.5066 -5.8463 0.2421  0.000
C: -0.8231 -5.9666 -0.1359  0.002
C: -1.6338 -4.8401 -0.1875  0.000
C: -1.1085 -3.5976 0.1319  0.003
H: -0.9718 1.2197 2.5432  0.001
H: -2.0430 0.1608 1.9499  0.002
H: -1.7390 0.1785 4.7384  0.000
H: -0.9855 -1.4755 6.4043  0.000
H: 0.5568 -3.2978 5.7389  0.000
H: 1.3351 -3.4563 3.4030  0.000
H: 2.6259 -2.6132 -1.0225  0.000
H: 5.0833 -2.5328 -1.2145  0.000
H: 6.4475 -1.6837 0.6769  0.000
H: 5.3366 -0.9123 2.7453  0.000
H: 2.8873 -1.0064 2.9509  0.000
H: 2.0686 -4.5258 0.8807  0.000
H: 1.1360 -6.7260 0.2966  0.000
H: -1.2299 -6.9382 -0.3879  0.000
H: -2.6739 -4.9316 -0.4738  0.000
H: -1.7459 -2.7187 0.0889  0.001
F: 1.0706 -2.5201 -5.9975  0.000
C: 1.9765 -1.8365 -5.2657  0.000
C: 1.5681 -1.2894 -4.0868  0.000
C: 2.4477 -0.5414 -3.3006  0.002
C: 1.9818 0.0719 -2.0536  0.002
O: 0.7703 -0.0646 -1.7336  0.040
C: 2.9722 0.7657 -1.2993  0.001
C: 4.2397 0.8495 -1.7968  0.001
N: 4.6673 0.2980 -2.9472  0.000
C: 6.0429 0.4915 -3.3769  0.000
C: 6.9771 -0.6838 -3.3686  0.000
C: 7.1293 0.4096 -2.3563  0.000
C: 3.7677 -0.4022 -3.7390  0.000
C: 4.1680 -0.9758 -4.9501  0.000
C: 3.2895 -1.6893 -5.7460  0.000
N: 3.7477 -2.2576 -6.9597  0.000
C: 2.9181 -3.2015 -7.7157  0.000
C: 3.7612 -3.7837 -8.8596  0.000
N: 5.2068 -3.7416 -8.4447  0.000
C: 5.7004 -2.3131 -8.4008  0.000
C: 4.5666 -1.4435 -7.8526  0.000
C: 2.8004 1.4118 0.0662  0.009
O: 3.7808 1.9184 0.5775  0.015
O: 1.6249 1.3473 0.5966  0.076
H: 0.5438 -1.4244 -3.7607  0.000
H: 4.9705 1.3920 -1.2113  0.000
H: 6.1462 1.2210 -4.1701  0.000
H: 7.7065 -0.7552 -4.1656  0.000
H: 6.5823 -1.6318 -3.0242  0.000
H: 7.9524 1.1033 -2.4558  0.000
H: 6.8517 0.1857 -1.3343  0.000
H: 5.2020 -0.8793 -5.2489  0.000
H: 2.0253 -2.7483 -8.1489  0.000
H: 2.5988 -4.0012 -7.0545  0.000
H: 3.6879 -3.2083 -9.7776  0.000
H: 3.4822 -4.8112 -9.0718  0.000
H: 5.7890 -4.3036 -9.0618  0.000
H: 5.2801 -4.1360 -7.5080  0.000
H: 5.9793 -2.0268 -9.4123  0.000
H: 6.5836 -2.2976 -7.7678  0.000
H: 3.9623 -1.0394 -8.6721  0.000
H: 4.9932 -0.5953 -7.3323  0.000
C: -1.9153 3.3134 -3.8459  0.001
C: -1.8085 2.9821 -2.3941  0.006
C: -2.1648 3.6965 -1.2689  0.002
C: -1.8059 2.8994 -0.1746  0.006
N: -1.2751 1.7500 -0.5974  0.028
N: -1.2801 1.8364 -1.9496  0.001
C: -1.9641 3.2448 1.2730  0.000
H: -2.5193 4.2075 -3.9758  0.000
H: -2.3822 2.5026 -4.4070  0.000
H: -0.9310 3.5056 -4.2760  0.000
H: -2.6160 4.6769 -1.2396  0.000
H: -0.8550 1.0905 -2.4772  0.000
H: -2.3778 4.2460 1.3649  0.000
H: -0.9989 3.2431 1.7869  0.000
H: -2.6508 2.5624 1.7784  0.000

Cartesian forces (eV/Å) of the 6 atoms listed first:
-0.1485 0.2741 -0.0457
0.2386 -0.2046 0.0888
-0.0692 0.1315 -0.1208
-0.0047 0.0342 -0.0012
0.0223 -0.0409 0.0110
-0.0053 0.0193 0.0028


A molecular structure, C40H42F3MoN2P2Si2, computed with ωB97M-V/def2-TZVPD.

The calculation puts the energy above the lowest of the compared OMol25 structures with the same formula, charge and spin at 0.803 eV. The total energy is -89479.671 eV. As for the HOMO-LUMO gap (spin up / spin down): 6.6 / 7.5 eV. Its spin multiplicity is 3. The total charge is +1. The largest force on an atom is 1.01 eV/A. For the LUMO energy (spin up / spin down), the calculation gives -3.9 / -3.7 eV.

Last column: Löwdin spin population.
CARTESIAN COORDINATES (ANGSTROEM)
Mo: 0.2657 -0.2078 0.5842  1.681
C: 0.5880 3.1736 2.2471  0.002
Si: 2.0143 2.6631 1.1864  0.010
C: 3.4054 1.9383 2.1623  0.003
C: 2.5819 4.0538 0.1062  0.001
N: 1.3726 1.2910 0.1671  0.014
P: 1.7537 0.7382 -1.4237  0.015
C: 1.0464 -0.7876 -1.3732  0.043
P: -0.5303 -1.3289 -1.7282  0.021
N: -1.1539 -1.4433 -0.2056  0.023
Si: -2.4761 -2.3923 0.5380  0.009
C: -3.6389 -1.2016 1.3607  0.000
C: -1.7448 -3.6055 1.7281  0.001
C: -3.3970 -3.3126 -0.7868  0.001
C: -1.5499 -0.1744 -2.6537  0.004
C: -1.2812 0.0404 -4.0080  0.001
C: -2.0655 0.9078 -4.7454  0.001
C: -3.1253 1.5725 -4.1372  0.002
C: -3.3915 1.3723 -2.7935  0.000
C: -2.6058 0.4993 -2.0509  0.006
C: -0.5481 -2.8509 -2.6692  0.000
C: -1.5373 -3.1293 -3.6096  0.000
C: -1.5398 -4.3439 -4.2777  0.000
C: -0.5642 -5.2890 -3.9944  0.000
C: 0.4218 -5.0192 -3.0549  0.000
C: 0.4373 -3.7998 -2.3997  0.000
C: 3.5381 0.7033 -1.5577  0.003
C: 4.2190 -0.4082 -1.0670  0.002
C: 5.6030 -0.4305 -1.0815  0.000
C: 6.3126 0.6448 -1.5994  0.000
C: 5.6386 1.7494 -2.1022  0.001
C: 4.2521 1.7814 -2.0768  0.000
C: 1.1661 1.9534 -2.5946  -0.001
C: 1.6532 1.9091 -3.9009  0.000
C: 1.2086 2.8251 -4.8409  0.000
C: 0.2699 3.7826 -4.4822  0.000
C: -0.2335 3.8152 -3.1889  0.000
C: 0.2093 2.9018 -2.2463  0.001
H: 0.9031 3.9161 2.9818  0.000
H: 0.1703 2.3252 2.7957  0.001
H: -0.2104 3.6189 1.6497  0.000
H: 3.8214 2.6743 2.8526  0.000
H: 4.2088 1.6031 1.5027  0.000
H: 3.0685 1.0814 2.7498  0.001
H: 2.7393 4.9155 0.7611  0.000
H: 1.8534 4.3456 -0.6490  0.000
H: 3.5299 3.8388 -0.3833  0.000
H: -3.1054 -0.4972 2.0011  0.000
H: -4.3654 -1.7347 1.9753  0.000
H: -4.2003 -0.6370 0.6132  0.000
H: -1.1758 -3.1175 2.5190  0.000
H: -1.0776 -4.2878 1.1962  0.000
H: -2.5288 -4.2056 2.1923  0.000
H: -3.8046 -2.6573 -1.5572  0.000
H: -4.2453 -3.7987 -0.2967  0.000
H: -2.8066 -4.0880 -1.2708  0.000
H: -0.4712 -0.4922 -4.4939  0.000
H: -1.8579 1.0621 -5.7956  0.000
H: -3.7429 2.2456 -4.7165  0.000
H: -4.2216 1.8807 -2.3218  0.000
H: -2.8347 0.3285 -1.0045  0.001
H: -2.3125 -2.4055 -3.8223  0.000
H: -2.3034 -4.5510 -5.0141  0.000
H: -0.5667 -6.2374 -4.5147  0.000
H: 1.1862 -5.7540 -2.8425  0.000
H: 1.2204 -3.5735 -1.6853  0.001
H: 3.6593 -1.2566 -0.6901  0.002
H: 6.1295 -1.2928 -0.6958  0.000
H: 7.3935 0.6188 -1.6189  0.000
H: 6.1865 2.5843 -2.5165  0.000
H: 3.7364 2.6505 -2.4643  0.000
H: 2.3971 1.1731 -4.1864  0.000
H: 1.6030 2.7956 -5.8476  0.000
H: -0.0740 4.5004 -5.2143  0.000
H: -0.9724 4.5549 -2.9118  0.000
H: -0.1842 2.9444 -1.2357  0.000
F: -1.0255 -0.1850 10.0206  0.000
C: -2.0885 -0.2229 9.1993  0.000
F: -2.8448 -1.2807 9.5581  0.000
F: -2.8224 0.8862 9.4297  0.000
C: -1.6850 -0.3106 7.7482  0.003
C: -0.3488 -0.3218 7.3828  0.000
C: -0.0069 -0.3883 6.0415  0.007
C: -1.0057 -0.4416 5.0712  0.016
C: -2.3514 -0.4366 5.4510  0.007
C: -2.6883 -0.3735 6.7876  0.000
C: -0.6582 -0.5061 3.6834  0.100
C: -0.3972 -0.5463 2.4899  0.011
H: 0.4179 -0.2810 8.1430  0.000
H: 1.0313 -0.4007 5.7405  0.001
H: -3.1192 -0.4807 4.6909  0.001
H: -3.7265 -0.3727 7.0910  0.000

Cartesian forces (eV/Å) of the 6 atoms listed first:
-0.1110 -0.5018 -0.2224
-0.1654 -0.0219 0.0713
-0.1881 -0.4964 -0.3258
0.1383 -0.0495 0.0776
0.0378 0.1524 0.0315
0.3003 0.7072 -0.6561